Formula: C68H187N17O17
Source: the Open Molecules 2025 dataset
Level of theory: ωB97M-V with the def2-TZVPD basis set

Summary:
Maximum force   3.41 eV/Å
Frontier orbital gap   8.72 eV
Energy above the lowest of the compared OMol25 structures with the same formula, charge and spin   4.812 eV

Atoms and positions in Å:
C  -3.494579  2.181778  -2.250088
C  -4.877379  1.697858  -2.695938
C  -6.001229  2.716108  -2.830228
O  -7.210659  1.988128  -3.074098
C  -8.269619  2.823508  -3.618138
N  -4.658409  1.010378  -3.956778
H  -3.047579  2.821188  -3.011308
H  -2.884309  1.317338  -1.988538
H  -3.562209  2.693888  -1.290258
H  -5.211459  0.927538  -2.000888
H  -5.807069  3.454558  -3.608108
H  -6.136179  3.240368  -1.884158
H  -7.966259  3.299348  -4.550688
H  -8.600899  3.596408  -2.924608
H  -9.205859  2.271098  -3.698188
H  -4.124789  0.180848  -3.739458
H  -5.571839  0.606558  -4.107388
C  -4.216439  2.987638  4.484492
C  -5.034639  1.889668  3.908192
C  -4.747029  1.751708  2.379552
O  -5.385899  0.556988  2.014762
C  -5.317089  0.140888  0.648682
N  -4.546619  0.748668  4.690152
H  -4.373809  3.966108  4.030692
H  -3.152719  2.770828  4.582442
H  -4.520389  3.084878  5.526722
H  -6.087459  2.079508  4.117072
H  -3.685959  1.619458  2.168032
H  -5.041369  2.640748  1.821812
H  -5.954769  0.795838  0.054962
H  -5.762269  -0.845982  0.522182
H  -4.309609  0.093798  0.235322
H  -3.587449  0.694868  4.378382
H  -4.991409  -0.053232  4.266812
C  -0.855289  0.795668  -4.095678
C  -1.275169  0.945718  -5.629288
C  -0.619499  2.170318  -6.187288
O  -1.198939  3.271848  -5.560038
C  -0.667619  4.480988  -6.105508
N  -0.806419  -0.208242  -6.359888
H  -1.005379  1.777398  -3.646498
H  0.136101  0.374758  -3.928108
H  -1.413909  0.059728  -3.517368
H  -2.361259  0.882468  -5.696358
H  -0.765399  2.186798  -7.267358
H  0.461161  2.212798  -6.051428
H  -0.775619  4.538788  -7.188608
H  0.406601  4.575058  -5.946438
H  -1.183829  5.368268  -5.738958
H  -0.890459  -0.013192  -7.347308
H  0.163671  -0.202372  -6.078808
C  5.435391  1.143178  -2.202418
C  5.825161  2.324408  -1.305798
C  4.655471  3.300398  -1.069148
O  5.185791  4.237488  -0.163038
C  4.276621  5.266988  0.172422
N  6.330571  1.802378  -0.063438
H  6.279511  0.521738  -2.501398
H  4.911031  1.503718  -3.087378
H  4.681951  0.547838  -1.686668
H  6.628441  2.826028  -1.845428
H  3.716481  2.898158  -0.688878
H  4.497841  3.810968  -2.019188
H  4.736901  5.966058  0.870672
H  3.397441  4.929538  0.721292
H  3.967071  5.918418  -0.644838
H  5.591531  1.300608  0.407892
H  6.455291  2.631478  0.499712
C  -1.400859  6.900698  5.339702
C  -1.220299  5.446178  5.734592
C  0.171441  4.919758  5.352022
O  0.299871  4.833218  3.934472
C  1.276481  3.831388  3.593162
N  -1.355739  5.546068  7.140712
H  -0.734109  7.594068  5.852312
H  -2.393639  7.259358  5.611482
H  -1.181519  7.044118  4.281682
H  -1.968869  4.781118  5.303972
H  0.123991  3.890468  5.707562
H  0.931821  5.522728  5.848372
H  0.889991  2.812568  3.566082
H  2.184771  3.753498  4.190682
H  1.640641  4.103258  2.602412
H  -0.521759  5.956498  7.535832
H  -1.264679  4.625178  7.545402
C  0.955351  7.224958  -1.482818
C  1.759281  6.616918  -2.631928
C  1.360291  5.110338  -2.721408
O  1.575901  4.462878  -1.492078
C  1.227931  3.135458  -1.438148
N  1.385911  7.334438  -3.814788
H  1.159021  8.294208  -1.425278
H  1.296281  6.795508  -0.540788
H  -0.107699  7.016148  -1.602968
H  2.825521  6.661858  -2.410088
H  2.106511  4.629778  -3.354128
H  0.363461  4.958128  -3.135248
H  1.724171  2.621998  -2.261678
H  0.162581  2.996188  -1.621828
H  1.571061  2.643108  -0.528228
H  1.335031  8.316888  -3.586078
H  0.401071  7.120828  -3.882318
C  -1.240229  3.682218  1.296332
C  -1.338509  5.153778  0.852632
C  -2.777809  5.727818  1.066452
O  -3.692839  5.098488  0.189082
C  -5.026579  5.408888  0.619672
N  -0.327389  5.928438  1.500152
H  -0.215739  3.310638  1.274842
H  -1.834419  3.046418  0.639992
H  -1.558059  3.604208  2.336042
H  -1.011489  5.165888  -0.187088
H  -2.868109  6.782188  0.805212
H  -3.037399  5.708288  2.124912
H  -5.148469  5.116498  1.662632
H  -5.755669  4.956418  -0.052488
H  -5.347999  6.450358  0.630792
H  0.602551  5.674998  1.198352
H  -0.345149  5.653408  2.471822
C  1.720161  -4.400852  1.038032
C  1.937601  -5.529252  2.096552
C  1.316651  -6.819632  1.681242
O  -0.105749  -6.621742  1.676272
C  -0.970029  -7.715412  1.389192
N  3.403851  -5.715392  2.034412
H  0.700851  -4.384872  0.652222
H  2.311511  -4.496592  0.127412
H  1.896871  -3.452032  1.544612
H  1.476711  -5.220582  3.034852
H  1.658501  -7.629942  2.325162
H  1.607181  -7.092262  0.666662
H  -2.015709  -7.431212  1.271382
H  -0.900859  -8.449802  2.191682
H  -0.732569  -8.323222  0.516102
H  3.596831  -6.556982  2.558422
H  3.758261  -5.874762  1.102162
C  1.189941  -0.158192  7.584852
C  1.497321  0.802408  6.440042
C  2.968771  1.451568  6.461202
O  2.926231  2.496238  7.460732
C  4.075241  3.282488  7.410702
N  1.333721  -0.007932  5.243872
H  0.137781  -0.411342  7.454602
H  1.282461  0.379138  8.528682
H  1.829971  -1.040012  7.614092
H  0.713051  1.559108  6.419182
H  3.109851  1.926808  5.490452
H  3.719621  0.668488  6.566602
H  4.935891  2.703298  7.745272
H  3.968121  4.093378  8.131172
H  4.264091  3.645918  6.400582
H  0.418831  -0.407992  5.092122
H  1.837451  -0.877702  5.343142
C  -2.002329  -3.593202  5.172732
C  -0.799659  -2.992992  4.582392
C  0.495441  -3.388492  5.405162
O  1.568081  -2.645472  4.763562
C  2.788061  -3.099532  5.366112
N  -0.621899  -3.371642  3.220742
H  -1.965029  -3.345482  6.233562
H  -1.943889  -4.680812  5.130512
H  -2.943679  -3.195632  4.793392
H  -0.869169  -1.906842  4.641992
H  0.620131  -4.468762  5.330622
H  0.486891  -3.121982  6.462042
H  3.134601  -4.022882  4.901942
H  2.750451  -3.366142  6.422332
H  3.520381  -2.316922  5.167802
H  0.332551  -3.100632  3.031902
H  -0.559519  -4.378402  3.169392
C  6.932701  -0.741342  2.598022
C  5.547971  -1.480502  2.617372
C  4.656141  -1.193302  1.329242
O  4.200421  0.137198  1.319352
C  3.153281  0.336818  2.270602
N  5.782461  -2.939102  2.776022
H  7.603261  -0.997992  3.418132
H  6.777751  0.328508  2.458332
H  7.582511  -0.954462  1.749242
H  5.056571  -1.218592  3.554402
H  3.845011  -1.915462  1.236132
H  5.292181  -1.376862  0.463302
H  2.725011  1.332738  2.157342
H  3.464681  0.270438  3.313062
H  2.391771  -0.437262  2.175802
H  6.085421  -3.226902  1.856522
H  4.988311  -3.555462  2.873672
C  -5.522139  -2.608602  -3.357118
C  -4.514669  -2.476122  -2.210308
C  -3.999779  -3.768032  -1.685258
O  -3.064639  -3.536182  -0.587258
C  -2.427449  -4.702612  -0.091628
N  -3.410899  -1.626472  -2.592098
H  -6.343099  -3.205562  -2.959908
H  -5.046629  -3.271082  -4.080378
H  -5.939409  -1.693322  -3.776938
H  -5.023509  -1.882712  -1.450668
H  -3.297619  -4.234262  -2.376408
H  -4.709379  -4.535612  -1.376398
H  -1.972859  -5.426312  -0.768168
H  -3.020449  -5.294432  0.605652
H  -1.591249  -4.452052  0.561122
H  -2.604509  -1.901232  -2.049578
H  -3.136199  -1.784932  -3.551028
C  -0.790949  0.050748  2.244992
C  -1.438309  -0.584962  0.977372
C  -0.285579  -1.222872  0.019832
O  0.553831  -0.200302  -0.409498
C  1.615631  -0.615222  -1.168668
N  -2.310289  -1.635602  1.452982
H  -1.567639  0.477548  2.879572
H  -0.036429  0.801768  2.010942
H  -0.223289  -0.695772  2.800472
H  -2.021869  0.145018  0.416402
H  -0.682349  -1.671982  -0.890648
H  0.270701  -1.931792  0.633082
H  2.212711  0.250198  -1.456118
H  1.387951  -1.200522  -2.059558
H  2.379151  -1.180322  -0.634068
H  -2.664689  -2.245442  0.730082
H  -1.766279  -2.322972  1.954662
C  -7.342009  -2.418162  3.113082
C  -5.936649  -3.135672  3.014672
C  -5.700499  -3.842712  1.622182
O  -6.651139  -4.905482  1.485632
C  -7.810869  -4.639152  0.750602
N  -5.015459  -2.068432  3.268382
H  -7.331669  -1.668692  3.904472
H  -8.064019  -3.215082  3.291182
H  -7.626399  -1.855372  2.223982
H  -5.857709  -3.790122  3.882762
H  -4.674389  -4.210142  1.608302
H  -5.793909  -3.188452  0.755402
H  -7.417869  -4.499672  -0.256478
H  -8.438469  -3.788292  1.015672
H  -8.424859  -5.535832  0.666572
H  -5.217759  -1.262682  2.693972
H  -4.115279  -2.383312  2.935782
C  -0.395449  -3.650482  -6.218508
C  -1.022169  -3.313512  -4.799318
C  0.100031  -2.784302  -3.813988
O  0.919001  -3.865342  -3.412818
C  0.402401  -4.643492  -2.380048
N  -2.052869  -2.331352  -5.044538
H  -1.179039  -3.638332  -6.976088
H  0.178361  -4.577132  -6.232078
H  0.309201  -2.897662  -6.571818
H  -1.488639  -4.200322  -4.370298
H  -0.260059  -2.237252  -2.942678
H  0.682591  -2.041182  -4.358488
H  0.486171  -4.019692  -1.490138
H  1.040551  -5.505562  -2.185898
H  -0.614569  -4.957752  -2.614818
H  -2.678229  -2.709292  -5.741808
H  -1.702549  -1.513622  -5.522768
C  3.718781  -1.438962  -8.778258
C  3.347901  -1.470192  -7.314838
C  2.294991  -0.432952  -7.040998
O  2.121891  -0.244712  -5.613358
C  3.016781  0.634698  -5.025918
N  2.910821  -2.810382  -7.014428
H  4.449151  -2.189322  -9.080958
H  4.013061  -0.439992  -9.100038
H  2.851961  -1.702372  -9.384348
H  4.259431  -1.278882  -6.748608
H  1.365401  -0.811532  -7.466018
H  2.482561  0.531598  -7.512768
H  3.881871  0.040318  -4.731918
H  2.640361  1.039278  -4.086388
H  3.243131  1.403128  -5.765098
H  2.851351  -2.809212  -6.006188
H  3.664811  -3.465442  -7.164428
C  7.577381  -3.483182  -0.791188
C  7.591791  -3.888142  -2.281378
C  6.531831  -3.105312  -3.101428
O  5.194781  -3.417492  -2.746298
C  4.100801  -2.797822  -3.428378
N  8.851761  -3.691952  -2.858678
H  8.437861  -3.884252  -0.255638
H  6.662671  -3.844262  -0.321068
H  7.561901  -2.399582  -0.674328
H  7.350131  -4.950992  -2.289538
H  6.658641  -3.336852  -4.158978
H  6.738891  -2.040132  -2.998478
H  3.909311  -1.831822  -2.961168
H  3.213341  -3.416682  -3.295968
H  4.204221  -2.700722  -4.509108
H  9.499431  -4.357862  -2.462208
H  9.310081  -2.820342  -2.634318

Force components x, y, z for each atom (eV/Å):
-0.9 0.3 1.0
1.0 -0.3 0.1
-0.1 -0.4 0.5
-0.9 0.8 -0.9
0.4 -0.3 0.9
-0.9 -0.2 -0.7
0.2 -0.1 0.1
0.1 -0.1 -0.6
-0.1 0.6 0.0
-0.2 0.2 0.6
0.1 0.0 -0.3
0.2 0.3 0.2
0.0 -0.2 -0.1
0.6 0.4 0.3
0.4 -0.6 -0.5
0.6 -0.1 0.2
-0.4 -0.1 -0.8
-0.2 1.8 1.0
1.5 0.1 -0.5
-0.1 -0.5 0.9
-0.7 -0.8 -1.0
-0.5 0.6 0.1
-1.0 -0.2 -0.9
0.2 0.1 -0.2
0.1 -0.1 -0.6
-0.1 0.2 0.1
-0.1 -0.2 -0.3
0.5 0.2 0.3
-0.5 0.0 -0.2
0.2 0.3 -0.2
0.1 -0.1 0.5
0.2 0.2 0.2
0.5 -0.5 0.2
0.1 -0.7 0.4
-0.7 -0.1 -0.8
0.3 -1.2 2.2
-0.8 0.4 0.1
0.1 1.8 -0.4
-0.1 0.0 -0.2
0.6 0.1 0.1
0.3 -0.2 0.2
0.6 0.7 -0.6
-0.8 0.2 -0.3
-0.1 1.1 0.1
-0.3 0.2 -0.4
0.4 -0.5 0.3
-0.3 -0.4 -0.3
0.2 0.0 0.4
0.0 -0.3 0.5
0.2 -0.2 -0.3
0.4 -0.7 -0.5
-0.9 0.5 0.1
-0.8 -1.3 -0.6
1.3 0.3 -0.8
-0.5 1.0 0.5
0.3 0.7 0.7
0.6 0.3 0.3
0.0 0.1 0.2
0.2 0.1 -0.3
0.1 -0.4 0.2
0.0 0.5 0.3
0.1 -0.5 0.0
-0.6 0.1 -0.3
0.6 -0.2 0.1
-0.3 -0.5 -0.3
-0.1 -0.5 -0.5
-0.3 -0.3 0.1
0.4 0.0 0.5
-0.2 0.4 -1.4
1.0 1.8 -0.8
-1.8 -0.7 -0.4
1.5 -0.8 1.2
0.1 0.3 -1.0
0.0 -1.6 2.2
0.4 -0.4 0.3
-0.1 -0.2 -0.3
-0.4 0.2 -0.2
-0.2 0.2 0.0
0.7 -0.2 0.5
0.4 -0.1 -0.2
-0.5 0.0 0.0
-0.2 0.7 0.7
-0.2 -0.2 -0.2
0.2 0.8 -0.1
-0.5 -0.6 0.3
1.1 -0.4 0.8
-1.3 -0.8 1.9
1.8 0.1 -0.5
-0.1 1.8 1.5
-0.2 -0.9 -1.1
-0.2 -0.3 -1.3
-0.2 0.1 0.0
-0.3 0.0 0.1
-0.1 0.1 0.0
0.1 0.1 -0.2
-0.2 -0.1 -1.0
-0.3 0.0 0.1
0.2 -0.5 -0.3
-0.3 -0.2 0.4
-0.3 0.4 0.2
0.5 0.3 0.0
-0.4 -0.1 -0.6
-0.5 0.1 -0.2
0.0 -1.0 -0.8
1.3 0.6 -1.1
-1.2 -0.1 0.8
0.1 -0.3 -0.1
-0.2 1.2 1.1
0.1 0.2 -0.2
-0.2 -0.2 0.2
-0.3 -0.2 0.1
-0.8 0.1 -0.5
0.8 0.4 0.1
-0.3 -0.7 0.3
-0.2 -0.5 0.0
0.3 -0.6 0.2
0.8 0.6 -0.3
0.0 -0.1 -0.4
0.1 0.5 0.2
-1.2 -0.2 0.7
1.1 0.9 -3.1
-1.7 -0.4 -0.8
-0.5 0.0 -0.1
0.7 -0.9 0.5
-0.2 -0.1 2.0
-0.2 0.0 0.4
0.5 -0.1 0.3
0.3 0.1 -0.3
0.8 0.0 0.4
-0.3 -0.2 0.4
0.3 0.0 -0.2
0.2 0.6 0.2
-0.2 0.0 0.4
0.5 0.5 -0.5
0.6 -0.1 0.2
-0.4 0.1 -0.2
-0.1 1.5 0.9
0.9 -1.1 -0.1
-3.1 0.5 0.1
-0.1 -1.4 -0.6
0.5 0.0 0.5
0.9 0.3 -1.3
0.0 -0.4 0.2
0.0 -0.2 0.3
0.0 0.0 -0.2
0.4 0.4 0.1
0.1 0.0 -0.2
0.3 0.1 0.6
0.3 -0.1 -0.1
-0.1 0.1 -0.2
0.0 0.3 -0.1
-0.5 0.7 0.3
0.4 0.3 0.0
-0.7 -0.3 1.4
1.5 0.2 1.3
-1.0 1.3 -1.4
0.0 -2.2 1.5
0.5 0.1 -1.0
0.7 -0.2 -0.7
-0.3 0.0 0.2
-0.3 -0.1 -0.2
0.1 -0.2 -0.2
-0.1 0.2 -0.1
0.3 -0.2 -0.2
-0.3 0.2 0.1
0.0 -0.1 -0.4
-0.5 0.6 0.3
0.2 -0.1 0.2
0.3 0.3 -0.7
-0.4 -0.5 -0.1
-0.6 -0.2 -0.8
0.3 -1.0 -0.1
1.4 0.0 1.5
-0.7 0.2 0.1
0.1 -0.1 0.2
0.8 0.2 -1.0
-0.6 0.2 0.5
0.0 0.1 0.6
-0.4 -0.6 -0.6
-0.3 0.5 -0.2
-0.3 0.0 0.4
0.1 0.4 -0.2
0.0 -0.1 -0.4
0.4 0.0 0.0
-0.3 0.1 -0.3
0.7 -0.3 -0.2
-0.8 0.5 0.4
0.3 -1.6 0.7
-0.7 1.9 -0.1
1.6 -1.5 0.8
-0.2 -0.5 0.0
0.4 -0.2 1.1
0.3 0.6 0.1
-0.3 0.1 -0.1
-0.1 0.4 -0.7
0.5 0.0 0.1
-0.3 -0.5 0.7
-0.5 -0.1 -1.0
-0.5 0.2 0.1
-0.4 0.3 -0.9
-0.8 0.0 -0.2
0.1 0.8 -0.1
0.2 0.2 0.2
0.3 -0.3 -0.5
0.2 -0.1 -1.1
1.8 -1.1 -0.2
-1.5 1.4 1.2
-0.1 1.1 0.3
1.8 0.1 -0.5
-0.5 -0.4 0.1
0.0 0.0 0.0
-0.2 0.3 -0.2
-0.2 -0.3 0.1
0.2 0.1 -0.1
-0.5 -0.6 0.2
0.0 -0.4 0.0
-0.3 0.4 -0.3
-0.4 0.0 -0.2
-0.1 -0.6 0.6
-0.4 0.6 -0.7
0.4 0.2 0.8
0.5 -1.3 -0.2
-1.7 1.8 -0.8
-1.3 0.0 1.5
0.6 -0.5 1.2
0.7 -0.2 -1.6
1.3 -0.2 -0.2
0.0 -0.4 0.3
-0.4 0.4 0.1
0.2 -0.2 -0.3
-0.1 -0.7 -0.5
-0.1 -0.5 0.0
-0.1 0.6 0.1
-0.5 0.5 -0.6
0.2 0.1 0.4
0.1 -0.1 0.5
0.0 0.2 -0.1
0.6 0.4 0.1
0.3 -0.1 1.0
1.4 0.6 -1.2
-1.1 -0.6 -1.0
1.0 0.2 -1.2
0.1 0.6 0.5
-1.2 -0.1 0.7
-0.1 -0.5 0.1
-0.2 -0.2 -0.1
0.0 0.3 0.4
0.1 -0.1 0.0
-0.6 -0.2 0.2
0.4 -0.2 -0.1
-0.7 -0.2 0.5
0.0 -0.1 -0.4
-0.1 -0.1 0.4
-0.3 -0.3 0.0
0.7 0.3 -0.1
-0.4 0.2 -0.9
1.5 0.0 -1.3
0.0 -0.3 1.1
-1.8 -0.9 -1.1
0.8 -0.3 0.1
-0.6 -0.2 1.0
0.3 0.2 0.3
0.3 -0.1 0.0
-0.3 0.1 0.0
0.2 0.6 0.2
-0.1 0.0 0.2
0.4 0.1 0.0
0.7 0.4 -0.1
-0.5 0.2 -0.2
0.4 0.4 0.4
-0.7 -0.4 0.4
0.2 -0.1 -0.4
-0.7 0.0 -0.2
-2.1 0.6 1.6
-0.2 -0.2 -0.5
-0.1 -0.6 0.4
0.4 -0.2 0.6
2.2 -0.3 -1.1
0.0 -0.1 -0.1
-0.1 -0.1 0.1
0.2 0.2 -0.1
-0.1 -0.1 -0.4
0.3 -0.1 -0.2
0.0 0.4 0.2
-0.1 0.3 -0.2
0.1 -0.1 0.3
0.6 0.1 -0.1
0.1 -0.4 -0.2
-0.5 0.5 0.0

Here are the Mulliken charges for atoms 1 to 2, given in e: number 1, C, carries -0.155; number 2, C, carries 1.244